ORCA calculation (ωB97M-V with the def2-TZVPD basis set) on a 3-piece molecular cluster, C40H26F6O8S overall.

Positions of all 81 atoms, in Å:
C1 1.06561 -2.81896 3.00914
C2 2.06721 -1.64409 3.53569
C3 2.89558 -0.93733 2.36744
F1 4.09127 -0.50454 3.03541
O1 3.36257 -1.80579 1.29691
S1 2.57964 -1.41436 -0.14475
O2 3.49422 -1.41786 -1.34859
O3 1.36041 -2.19373 -0.53841
O4 2.05274 0.13203 0.22596
C4 2.33442 0.38247 1.64763
C5 1.37451 1.38862 2.43232
F2 1.23883 2.61331 1.68011
F3 2.03893 1.78067 3.65217
C6 -0.07619 0.78827 2.77590
C7 -0.72911 1.28906 4.09297
C8 -2.11570 0.67080 4.45410
C9 -2.82248 -0.37649 3.55626
C10 -2.09463 -0.82729 2.24396
C11 -2.74647 -1.93648 1.30763
F4 -3.61410 -1.44173 0.31670
F5 -3.38275 -2.89084 2.17743
F6 -1.66004 -2.65650 0.71045
C12 -0.71590 -0.25451 1.82712
H1 1.16965 -2.99784 1.88162
H2 1.26900 -3.82391 3.52814
H3 -0.02978 -2.55850 3.26992
H4 2.82557 -2.18295 4.21275
H5 1.51245 -0.90658 4.22536
H6 3.30072 1.01644 1.55170
H7 -0.22604 2.03941 4.78573
H8 -2.60087 1.02686 5.41713
H9 -3.82514 -0.85320 3.81929
H10 -0.26072 -0.63765 0.85361
C13 9.47205 5.82942 0.65341
C14 9.47555 5.25144 1.92106
C15 9.01881 3.94959 2.09415
C16 8.54518 3.22484 1.00009
C17 8.51905 3.81224 -0.26489
C18 8.99448 5.11294 -0.43825
C19 7.97307 3.07172 -1.42555
O5 7.95336 3.58324 -2.53190
C20 7.44406 1.70482 -1.21924
C21 6.87378 1.01603 -2.29119
C22 6.38605 -0.27368 -2.10981
C23 6.47404 -0.88462 -0.86073
C24 7.03634 -0.19978 0.21086
C25 7.51378 1.10048 0.03580
C26 8.07770 1.83321 1.19135
O6 8.15132 1.30146 2.28643
H11 9.83723 6.84239 0.51756
H12 9.83678 5.81589 2.77471
H13 9.02879 3.50277 3.08327
H14 8.98919 5.57050 -1.42236
H15 6.80463 1.48423 -3.26802
H16 5.93823 -0.80490 -2.94331
H17 6.09945 -1.89338 -0.72290
H18 7.09784 -0.67887 1.18304
C27 -5.67905 -3.78720 -2.35827
C28 -6.51597 -4.63830 -3.07677
C29 -7.71276 -4.16055 -3.59928
C30 -8.08244 -2.83098 -3.39416
C31 -7.25580 -1.98529 -2.65388
C32 -6.04704 -2.46342 -2.14580
C33 -7.65941 -0.58582 -2.38672
O7 -6.93614 0.15483 -1.74309
C34 -8.95898 -0.10290 -2.90607
C35 -9.37946 1.19551 -2.61401
C36 -10.59273 1.66218 -3.10872
C37 -11.38580 0.83788 -3.90404
C38 -10.97313 -0.45805 -4.19267
C39 -9.76291 -0.93422 -3.68591
C40 -9.34975 -2.32703 -3.96953
O8 -10.04536 -3.05058 -4.66194
H19 -4.74072 -4.15840 -1.95854
H20 -6.23384 -5.67477 -3.23138
H21 -8.35817 -4.82702 -4.16262
H22 -5.39297 -1.80727 -1.58071
H23 -8.76509 1.84423 -1.99764
H24 -10.92008 2.67047 -2.87602
H25 -12.32904 1.20501 -4.29573
H26 -11.59759 -1.09713 -4.80885

Forces on atoms 1 to 6 (eV/Å):
C -0.503 0.105 0.224
C -0.182 -1.668 0.058
C 0.381 0.780 1.966
F -1.576 -0.528 -1.309
O -2.052 1.406 -0.983
S -1.120 -1.324 -5.982

Output
E_HOMO in Eh: -0.3548
SMILES string: CC[C@@]1(F)OS(=O)(=O)O[C@H]1C(F)(F)c1cccc(C(F)(F)F)c1.O=C1c2ccccc2C(=O)c2ccccc21.O=C1c2ccccc2C(=O)c2ccccc21
2S+1: 1
Calculated total energy in Eh: -3139.0011
Gap between HOMO and LUMO in Eh: 0.31930
LUMO energy in eV: -0.97
Max |F| in hartree/bohr: 0.121
Relative energy (zero: lowest compared OMol25 entry of this formula, charge and spin) in kJ/mol: 686.40

These are the Löwdin partial charges, in e, on atoms 1 to 2: -0.075, -0.097

---

ORCA calculation (ωB97M-V with the def2-TZVPD basis set) on an isolated ion of composition CH4N5O and charge +1.

Positions of all 11 atoms, in Å:
C1 -1.62772 0.30286 1.10341
N1 0.84763 -0.72231 -1.74623
N2 -0.12433 -0.32013 -1.04928
N3 1.74317 0.13998 0.02462
N4 1.97214 -0.43664 -1.10625
N5 0.42269 0.21560 0.06967
O1 -0.25581 0.74451 1.02384
H1 -2.17780 0.84777 0.39119
H2 -2.02527 0.74813 2.01524
H3 -1.60064 -0.75059 0.87542
H4 2.82593 -0.76918 -1.60163

Forces on atoms 1 to 6 (eV/Å):
C -0.237 0.366 -0.030
N 0.124 -0.415 -0.826
N -0.278 0.352 0.728
N -0.432 0.721 1.672
N -1.650 -0.518 -1.038
N 2.169 -1.424 -2.767

Output
E_HOMO in Eh: -0.6056
SMILES string: CO[n+]1nn[nH]n1
2S+1: 1
Calculated total energy in Eh: -389.0718
Gap between HOMO and LUMO in Eh: 0.40687
LUMO energy in eV: -5.41
Total charge: +1
Max |F| in hartree/bohr: 0.074
Relative energy (zero: lowest compared OMol25 entry of this formula, charge and spin) in kJ/mol: 250.95

These are the natural (NBO) partial charges, in e, on atoms 1 to 2: -0.270, 0.049

---

> What is the calculated total energy in the first record?

-3139.0011 Eh

---

> Look up the E_HOMO of the second one.

-0.6056 Eh

---

> Among the records above, which one has the highest gap between HOMO and LUMO?

CH4N5O